16 unconnected molecules or ions with the total composition C68H156N24O8P4 at a distorted geometry, computed with ωB97M-V/def2-TZVPD.

Geometry (Å):
C1 1.879 1.140 -5.398
C2 2.443 -0.203 -5.769
C3 1.423 -1.152 -6.400
C4 0.582 -1.713 -5.375
N1 -0.168 -2.119 -4.601
H1 1.580 1.599 -6.333
H2 2.672 1.684 -4.885
H3 0.989 1.085 -4.759
H4 2.902 -0.700 -4.902
H5 3.271 -0.075 -6.521
H6 1.960 -1.996 -6.855
H7 0.776 -0.643 -7.104
C5 0.530 -8.169 -1.658
C6 -0.206 -7.057 -2.337
C7 -1.408 -6.558 -1.507
C8 -1.052 -5.744 -0.373
N2 -0.817 -5.059 0.500
H8 -0.019 -9.110 -1.494
H9 0.930 -7.838 -0.716
H10 1.407 -8.450 -2.263
H11 -0.531 -7.279 -3.363
H12 0.376 -6.127 -2.397
H13 -2.056 -7.360 -1.195
H14 -2.067 -5.972 -2.148
C9 0.478 -2.470 -1.280
C10 1.487 -1.376 -1.520
C11 1.550 -0.346 -0.367
C12 1.789 -0.901 0.962
N3 1.946 -1.451 1.967
H15 0.650 -3.138 -0.439
H16 0.343 -3.077 -2.155
H17 -0.498 -1.979 -1.102
H18 1.252 -0.849 -2.452
H19 2.418 -1.917 -1.609
H20 0.625 0.242 -0.296
H21 2.337 0.331 -0.687
C13 -2.063 0.235 -2.517
C14 -2.864 0.285 -1.232
C15 -2.699 1.717 -0.489
C16 -1.332 2.180 -0.211
N4 -0.261 2.524 0.035
H22 -1.063 0.566 -2.229
H23 -2.457 0.925 -3.288
H24 -1.942 -0.747 -2.934
H25 -2.565 -0.420 -0.466
H26 -3.964 0.265 -1.340
H27 -3.363 1.775 0.362
H28 -3.054 2.454 -1.205
C17 5.172 -2.432 0.128
C18 6.241 -1.311 -0.038
C19 5.572 0.000 -0.492
C20 5.000 0.117 -1.833
N5 4.643 0.250 -2.916
H29 4.409 -2.045 0.820
H30 5.644 -3.289 0.647
H31 4.702 -2.798 -0.785
H32 7.103 -1.586 -0.669
H33 6.709 -1.062 0.915
H34 6.367 0.745 -0.490
H35 4.768 0.328 0.183
C21 3.329 -6.663 -4.536
C22 4.587 -6.006 -3.877
C23 4.499 -5.871 -2.361
C24 4.253 -7.150 -1.670
N6 4.046 -8.228 -1.312
H36 3.107 -7.673 -4.218
H37 3.384 -6.688 -5.607
H38 2.454 -6.056 -4.318
H39 4.618 -5.003 -4.340
H40 5.460 -6.593 -4.206
H41 3.677 -5.174 -2.142
H42 5.412 -5.428 -1.983
C25 3.241 5.620 -2.332
C26 3.646 4.432 -3.178
C27 4.723 3.573 -2.513
C28 4.405 3.082 -1.119
N7 4.242 2.882 -0.002
H43 2.737 5.286 -1.426
H44 2.544 6.304 -2.848
H45 4.106 6.245 -2.044
H46 3.962 4.840 -4.144
H47 2.720 3.849 -3.282
H48 5.638 4.155 -2.415
H49 4.936 2.713 -3.150
C29 -3.571 -3.098 -4.093
C30 -4.691 -2.637 -3.158
C31 -5.126 -1.217 -3.530
C32 -6.121 -0.720 -2.568
N8 -6.828 -0.305 -1.766
H50 -3.866 -2.814 -5.126
H51 -3.303 -4.159 -4.062
H52 -2.598 -2.658 -3.870
H53 -4.236 -2.670 -2.178
H54 -5.535 -3.320 -3.239
H55 -5.491 -1.174 -4.563
H56 -4.303 -0.480 -3.606
C33 3.477 -6.082 4.022
O1 4.707 -6.006 4.003
N9 2.608 -5.386 3.282
C34 1.152 -5.353 3.547
C35 3.096 -4.296 2.533
H57 2.935 -6.812 4.677
H58 0.839 -4.430 4.040
H59 0.940 -6.215 4.141
H60 0.619 -5.360 2.588
H61 2.322 -4.041 1.799
H62 3.261 -3.406 3.153
H63 4.003 -4.635 2.052
C36 3.579 3.375 4.209
O2 4.227 3.791 5.163
N10 2.309 2.956 4.200
C37 1.726 2.402 3.012
C38 1.639 2.861 5.453
H64 3.961 3.304 3.197
H65 2.458 2.600 2.217
H66 0.818 2.962 2.749
H67 1.393 1.382 3.191
H68 1.120 1.913 5.587
H69 2.420 2.972 6.219
H70 0.877 3.626 5.511
C39 -2.110 3.858 4.851
O3 -1.547 3.319 5.798
N11 -2.381 3.266 3.670
C40 -2.982 3.939 2.566
C41 -2.057 1.865 3.461
H71 -2.369 4.932 4.871
H72 -3.221 4.993 2.782
H73 -3.966 3.561 2.293
H74 -2.295 3.807 1.741
H75 -2.056 1.447 4.471
H76 -2.809 1.321 2.870
H77 -1.071 1.702 3.023
C42 -3.633 -5.027 -7.335
O4 -3.757 -3.873 -7.743
N12 -2.567 -5.465 -6.651
C43 -2.496 -6.798 -6.145
C44 -1.465 -4.615 -6.364
H78 -4.463 -5.731 -7.541
H79 -2.571 -6.852 -5.050
H80 -1.607 -7.329 -6.538
H81 -3.286 -7.329 -6.664
H82 -0.610 -5.074 -6.862
H83 -1.707 -3.626 -6.726
H84 -1.317 -4.509 -5.269
O5 -0.090 8.965 1.965
P1 0.474 7.901 1.100
N13 1.053 6.661 2.002
C45 0.572 6.433 3.378
C46 1.974 5.690 1.495
N14 1.768 8.485 0.189
C47 2.975 8.826 0.924
C48 1.531 9.462 -0.815
N15 -0.709 7.413 0.054
C49 -2.032 8.053 0.024
C50 -0.454 6.179 -0.804
H85 1.462 6.330 4.020
H86 -0.059 5.544 3.449
H87 0.082 7.314 3.766
H88 1.551 4.653 1.528
H89 2.863 5.704 2.158
H90 2.245 5.901 0.480
H91 2.901 9.744 1.534
H92 2.994 7.954 1.578
H93 3.771 8.940 0.211
H94 1.471 10.455 -0.379
H95 2.324 9.352 -1.571
H96 0.611 9.216 -1.336
H97 -2.276 8.359 -1.005
H98 -2.844 7.327 0.214
H99 -2.092 8.898 0.720
H100 -0.579 5.257 -0.266
H101 0.578 6.209 -1.204
H102 -1.064 6.098 -1.733
O6 4.177 -1.342 8.601
P2 3.522 -2.137 7.544
N16 2.120 -1.416 7.044
C51 1.294 -0.650 7.951
C52 1.499 -1.617 5.746
N17 3.132 -3.596 8.181
C53 2.395 -4.545 7.394
C54 3.715 -4.099 9.430
N18 4.398 -2.444 6.208
C55 5.477 -3.455 6.323
C56 4.722 -1.265 5.467
H103 0.724 0.063 7.344
H104 1.950 -0.173 8.674
H105 0.579 -1.332 8.473
H106 1.231 -0.678 5.235
H107 0.610 -2.245 5.768
H108 2.228 -2.079 5.094
H109 2.439 -4.360 6.314
H110 2.852 -5.547 7.530
H111 1.315 -4.580 7.623
H112 4.176 -5.076 9.289
H113 4.463 -3.367 9.752
H114 2.992 -4.220 10.249
H115 6.397 -3.025 6.744
H116 5.122 -4.156 7.048
H117 5.616 -3.957 5.363
H118 5.123 -1.574 4.493
H119 5.569 -0.764 5.946
H120 3.877 -0.607 5.284
O7 -3.870 -0.469 1.620
P3 -4.068 -1.757 2.372
N19 -2.616 -2.519 2.671
C57 -2.492 -3.851 3.151
C58 -1.339 -1.881 2.251
N20 -4.992 -2.878 1.537
C59 -6.432 -2.921 1.485
C60 -4.428 -3.786 0.537
N21 -4.957 -1.425 3.733
C61 -5.338 -0.052 4.126
C62 -5.354 -2.515 4.617
H121 -2.342 -3.859 4.226
H122 -1.696 -4.407 2.644
H123 -3.415 -4.445 3.063
H124 -0.623 -1.702 3.096
H125 -1.586 -0.864 1.932
H126 -0.801 -2.471 1.507
H127 -6.842 -3.915 1.609
H128 -6.894 -2.406 2.297
H129 -6.822 -2.527 0.517
H130 -3.368 -3.600 0.496
H131 -4.688 -4.808 0.761
H132 -4.793 -3.531 -0.473
H133 -4.624 0.410 4.844
H134 -5.449 0.588 3.235
H135 -6.340 -0.124 4.595
H136 -6.388 -2.389 4.901
H137 -4.752 -2.584 5.527
H138 -5.301 -3.492 4.162
O8 -3.324 4.542 -2.287
P4 -3.395 4.669 -3.780
N22 -4.196 6.084 -4.193
C63 -4.568 7.070 -3.119
C64 -4.084 6.592 -5.550
N23 -4.195 3.382 -4.436
C65 -4.286 3.141 -5.841
C66 -5.127 2.648 -3.584
N24 -1.904 4.595 -4.525
C67 -1.210 3.381 -4.961
C68 -1.093 5.767 -4.601
H139 -5.533 7.486 -3.433
H140 -3.877 7.902 -2.996
H141 -4.721 6.503 -2.216
H142 -3.655 5.840 -6.244
H143 -3.453 7.502 -5.579
H144 -5.113 6.866 -5.888
H145 -3.460 3.576 -6.416
H146 -4.382 2.085 -6.147
H147 -5.128 3.692 -6.282
H148 -5.097 1.543 -3.570
H149 -5.011 2.880 -2.508
H150 -6.147 2.884 -3.879
H151 -1.903 2.535 -4.839
H152 -1.062 3.444 -6.055
H153 -0.277 3.212 -4.384
H154 -1.737 6.629 -4.512
H155 -0.530 5.761 -5.541
H156 -0.312 5.853 -3.860

Output
HOMO level = -8.1 eV
M = 1562.05 g mol⁻¹
electronic energy = -162347.9936 eV
net charge = 0
gap between HOMO and LUMO = 7.9 eV